Entry 1:
Density functional theory data (wB97M-V/def2-TZVPD) for an isolated molecule of CN2O3S at a distorted geometry.

Summary:
- E_HOMO (spin up / spin down): -10.00 / -10.00 eV
- HOMO-LUMO gap (spin up / spin down): 9.1604 / 9.1610 eV
- Energy above the lowest of the compared OMol25 structures with the same formula, charge and spin: 35.2 kcal per mole

```
! wB97M-V def2-TZVPD RIJCOSX def2/J DEFGRID3
* xyz 0 1
C 0.528 -0.062 1.799
N 1.137 0.822 2.212
N -0.580 0.289 -1.321
O 0.104 1.043 -1.905
O 0.478 -0.777 -0.539
O -1.685 0.096 -1.032
S 0.018 -1.411 0.787
*
```

How positive or negative is each atom? The Löwdin charges in e answer that:
1 C -0.512
2 N 0.095
3 N -0.336
4 O 0.192
5 O -0.530
6 O 0.164
7 S 0.928

Entry 2:
Density functional theory data (wB97M-V/def2-TZVPD) for a cluster of 9 separate species, C35H63Cl2FN9OP2 in total at a distorted geometry.

Summary:
- E_HOMO: -10.53 eV
- HOMO-LUMO gap: 7.8005 eV

```
! wB97M-V def2-TZVPD RIJCOSX def2/J DEFGRID3
* xyz 1 1
C -6.994 1.132 0.706
C -5.529 0.518 1.251
P -4.209 1.711 0.725
C -4.398 3.332 1.793
C -5.582 3.243 2.920
C -2.408 1.280 0.842
C -1.614 2.640 0.276
C -2.326 3.419 -0.962
C -2.454 2.572 -2.371
C -4.005 2.094 -2.725
F -2.109 3.542 -3.479
C -0.066 2.382 -0.162
C 0.494 1.143 0.746
P 0.675 1.496 2.608
C 2.474 1.094 3.242
C 0.516 3.388 3.009
C -0.371 -0.199 0.348
C 0.148 -1.394 1.311
O 1.651 -1.404 1.402
C 2.181 -2.196 0.277
N -1.866 0.011 0.180
C -2.735 -1.204 0.225
Cl -2.139 -2.561 -0.967
C -3.154 -1.930 1.575
C -3.014 -1.190 3.009
Cl -2.424 -3.663 1.836
H -6.816 2.119 0.063
H -7.738 1.307 1.594
H -7.531 0.378 -0.040
H -5.675 0.471 2.436
H -5.535 -0.567 0.815
H -4.490 4.297 1.135
H -3.382 3.460 2.409
H -6.612 3.369 2.338
H -5.498 4.196 3.615
H -5.547 2.301 3.613
H -2.116 1.251 2.000
H -1.584 3.411 1.187
H -1.563 4.304 -1.229
H -3.319 4.020 -0.681
H -1.669 1.703 -2.487
H -4.796 2.807 -2.240
H -4.129 1.025 -2.208
H -4.185 1.950 -3.874
H 0.107 2.092 -1.285
H 0.645 3.320 0.038
H 1.603 0.956 0.340
H 3.218 0.958 2.318
H 2.416 0.030 3.778
H 2.885 1.917 3.971
H -0.295 3.558 3.865
H 1.536 3.790 3.471
H 0.307 4.047 2.065
H 0.046 -0.494 -0.736
H -0.055 -2.499 0.905
H -0.210 -1.375 2.422
H 1.524 -2.115 -0.708
H 3.283 -1.884 -0.019
H 2.235 -3.355 0.541
H -1.945 0.297 -0.853
H -3.739 -0.889 -0.348
H -4.315 -2.213 1.483
H -3.934 -0.493 3.314
H -3.010 -2.044 3.843
H -2.056 -0.556 3.198
C -1.278 4.544 7.074
C 0.100 4.412 6.447
N 1.243 4.302 5.927
H -2.036 4.644 6.291
H -1.501 3.658 7.674
H -1.312 5.428 7.716
C 3.680 -2.480 3.401
C 4.145 -3.851 3.861
N 4.532 -4.989 4.243
H 4.217 -2.188 2.495
H 2.607 -2.502 3.188
H 3.871 -1.739 4.183
C 5.200 -1.983 -3.480
C 3.808 -2.222 -2.919
N 2.652 -2.420 -2.454
H 5.723 -1.238 -2.875
H 5.771 -2.916 -3.469
H 5.130 -1.621 -4.509
C -7.115 2.714 -5.355
C -7.326 1.366 -4.685
N -7.501 0.247 -4.130
H -7.869 3.425 -5.008
H -6.121 3.100 -5.110
H -7.198 2.608 -6.440
C 1.443 -6.620 0.281
C 2.725 -5.810 0.177
N 3.789 -5.138 0.090
H 1.664 -7.617 0.671
H 0.741 -6.121 0.953
H 0.983 -6.718 -0.706
C 6.626 -0.963 0.214
C 6.872 0.268 -0.643
N 7.077 1.289 -1.355
H 5.564 -1.036 0.465
H 6.926 -1.863 -0.330
H 7.206 -0.896 1.138
C 3.430 -2.875 -7.741
C 4.500 -1.861 -7.373
N 5.388 -1.019 -7.067
H 2.565 -2.760 -7.082
H 3.112 -2.722 -8.776
H 3.825 -3.889 -7.637
C 9.310 -2.690 -4.108
C 8.105 -3.601 -4.281
N 7.106 -4.357 -4.424
H 9.741 -2.453 -5.085
H 9.008 -1.761 -3.617
H 10.068 -3.186 -3.496
*
```

Löwdin atomic charge list, values in e, 99 entries:
1 C -0.170
2 C -0.436
3 P 0.977
4 C -0.353
5 C -0.171
6 C -0.373
7 C -0.278
8 C -0.153
9 C -0.250
10 C -0.090
11 F -0.130
12 C -0.159
13 C -0.407
14 P 0.907
15 C -0.293
16 C -0.326
17 C -0.217
18 C -0.182
19 O -0.307
20 C -0.141
21 N -0.082
22 C -0.545
23 Cl 0.594
24 C -0.612
25 C -0.144
26 Cl 0.519
27 H 0.075
28 H 0.082
29 H 0.091
30 H 0.069
31 H 0.075
32 H 0.092
33 H 0.085
34 H 0.084
35 H 0.091
36 H 0.079
37 H 0.110
38 H 0.127
39 H 0.148
40 H 0.109
41 H 0.134
42 H 0.082
43 H 0.063
44 H 0.085
45 H 0.127
46 H 0.141
47 H 0.142
48 H 0.060
49 H 0.034
50 H 0.055
51 H 0.030
52 H 0.040
53 H 0.030
54 H 0.170
55 H 0.095
56 H 0.117
57 H 0.058
58 H 0.088
59 H 0.074
60 H 0.164
61 H 0.123
62 H 0.123
63 H 0.086
64 H 0.098
65 H 0.057
66 C -0.072
67 C -0.194
68 N 0.101
69 H 0.070
70 H 0.079
71 H 0.081
72 C -0.093
73 C -0.205
74 N 0.088
75 H 0.060
76 H 0.057
77 H 0.069
78 C -0.066
79 C -0.147
80 N 0.085
81 H 0.055
82 H 0.019
83 H 0.046
84 C -0.078
85 C -0.218
86 N 0.079
87 H 0.079
88 H 0.061
89 H 0.080
90 C -0.066
91 C -0.199
92 N 0.103
93 H 0.081
94 H 0.069
95 H 0.078
96 C -0.076
97 C -0.219
98 N 0.093
99 H 0.047

Entry 3:
Density functional theory data (wB97M-V/def2-TZVPD) for the ion C6H4ClF3IN4 with charge +1 at a distorted geometry.

Summary:
- SMILES: [NH2+]=c1cnc(Cl)cn1/C(=N\I)C(F)(F)F
- E_HOMO: -13.33 eV
- HOMO-LUMO gap: 8.2503 eV
- Energy above the lowest of the compared OMol25 structures with the same formula, charge and spin: 25.7 kcal per mole

```
! wB97M-V def2-TZVPD RIJCOSX def2/J DEFGRID3
* xyz 1 1
C -1.580 -1.623 -0.022
C 0.902 -1.210 -1.049
C -0.887 -2.646 -0.669
C 0.279 -0.143 -0.219
C -1.774 0.518 1.026
C -2.377 1.751 0.406
N 0.329 -2.335 -1.245
N -2.201 0.319 2.194
N -1.000 -0.369 0.129
N 0.982 0.898 0.279
F -2.211 1.745 -0.939
F -1.904 2.898 0.907
F -3.653 1.690 0.670
Cl -1.472 -4.249 -0.837
I -2.040 -1.125 3.477
H -2.596 -2.028 0.343
H 1.958 -0.967 -1.380
H 1.755 1.111 -0.322
H 0.576 1.618 0.775
*
```

How positive or negative is each atom? The Löwdin charges in e answer that:
1 C -0.053
2 C -0.018
3 C -0.681
4 C -0.191
5 C -0.307
6 C -0.612
7 N 0.108
8 N -0.430
9 N 0.073
10 N 0.249
11 F 0.154
12 F 0.175
13 F 0.200
14 Cl 0.770
15 I 1.021
16 H 0.158
17 H 0.157
18 H 0.132
19 H 0.096

Entry 4:
Density functional theory data (wB97M-V/def2-TZVPD) for a structure of composition C4H6O at a distorted geometry.

Summary:
- E_HOMO: -9.00 eV
- HOMO-LUMO gap: 10.0624 eV
- Energy above the lowest of the compared OMol25 structures with the same formula, charge and spin: 48.3 kcal per mole

```
! wB97M-V def2-TZVPD RIJCOSX def2/J DEFGRID3
* xyz 0 1
C 1.106 -0.012 0.186
C -0.102 0.999 -0.199
C -1.234 -0.010 0.026
C -0.714 -1.194 0.067
H 1.332 -0.037 1.378
H 2.343 0.223 -0.330
H 0.139 1.247 -1.316
H -0.096 2.041 0.407
H -2.255 0.277 0.040
H -1.170 -2.218 0.041
O 0.654 -1.316 -0.301
*
```

How positive or negative is each atom? The Löwdin charges in e answer that:
1 C -0.227
2 C -0.166
3 C -0.113
4 C -0.169
5 H 0.135
6 H 0.184
7 H 0.123
8 H 0.142
9 H 0.091
10 H 0.139
11 O -0.139

Entry 5:
Density functional theory data (wB97M-V/def2-TZVPD) for a structure of composition CH3NO2P at a distorted geometry.

Summary:
- E_HOMO: -2.61 eV
- HOMO-LUMO gap: 6.9976 eV
- Energy above the lowest of the compared OMol25 structures with the same formula, charge and spin: 64.2 kcal per mole

```
! wB97M-V def2-TZVPD RIJCOSX def2/J DEFGRID3
* xyz -1 1
C -2.243 -0.382 -0.025
N -1.172 -0.996 -0.326
O -3.381 -0.709 0.208
O -1.657 1.376 0.154
P -0.259 1.203 -0.327
H -1.262 -1.915 -0.798
H -0.076 0.902 1.118
H 0.122 2.538 -0.482
*
```

How positive or negative is each atom? The Löwdin charges in e answer that:
1 C -0.605
2 N -0.069
3 O -0.011
4 O -0.612
5 P 0.493
6 H 0.058
7 H -0.070
8 H -0.184